Record 1
Formula: C36H46N11O3S2SiTl
Source: the OMol25 dataset
Level of theory: ωB97M-V with the def2-TZVPD basis set

For the HOMO energy (alpha / beta), the calculation gives -11.86 / -11.86 eV. As for the total charge: +2. The calculation puts the HOMO-LUMO gap (alpha / beta) at 2.42 / 4.32 eV. As for the relative energy (zero: lowest compared OMol25 entry of this formula, charge and spin): 88.8 kcal/mol.

Cartesian coordinates (Å):
Tl1 1.537 -0.115 0.752
C1 0.777 3.062 -4.383
N1 0.950 2.876 -2.946
C2 0.505 1.910 -2.134
N2 0.921 2.126 -0.901
C3 1.648 3.271 -1.025
N3 1.694 3.761 -2.244
C4 -0.648 2.948 -4.878
C5 -0.847 2.639 -6.219
C6 -2.125 2.621 -6.756
C7 -3.222 2.882 -5.953
C8 -3.032 3.152 -4.604
C9 -1.747 3.196 -4.066
C10 -4.203 3.374 -3.754
N4 -5.380 3.749 -4.103
N5 -6.142 3.788 -2.936
C11 -5.358 3.431 -1.982
O1 -4.103 3.153 -2.418
C12 -5.679 3.247 -0.566
C13 -6.785 3.887 -0.020
C14 -7.093 3.689 1.316
C15 -6.311 2.851 2.098
C16 -5.216 2.198 1.551
C17 -4.417 1.239 2.407
N6 -2.995 1.233 2.091
C18 -2.308 0.429 1.270
N7 -1.051 0.820 1.200
C19 -1.029 1.905 2.022
N8 -2.181 2.189 2.585
C20 -4.897 2.406 0.218
H1 1.400 2.345 -4.920
H2 1.169 4.056 -4.585
H3 -0.103 1.081 -2.465
H4 2.142 3.758 -0.197
H5 0.006 2.429 -6.856
H6 -2.265 2.391 -7.804
H7 -4.228 2.871 -6.354
H8 -1.619 3.443 -3.018
H9 -7.388 4.533 -0.646
H10 -7.943 4.195 1.754
H11 -6.563 2.701 3.143
H12 -4.781 0.219 2.282
H13 -4.513 1.514 3.454
H14 -2.745 -0.416 0.756
H15 -0.141 2.495 2.203
H16 -4.043 1.913 -0.231
C21 2.028 -4.022 2.481
Si1 0.459 -3.829 1.388
C22 0.661 -5.320 0.219
C23 -0.960 -4.086 2.548
O2 0.520 -2.471 0.505
H17 1.932 -4.980 2.994
H18 2.035 -3.195 3.199
H19 2.928 -3.995 1.871
H20 0.500 -6.214 0.822
H21 1.656 -5.331 -0.228
H22 -0.091 -5.265 -0.573
H23 -1.018 -5.136 2.845
H24 -1.920 -3.808 2.104
H25 -0.818 -3.486 3.452
C24 -1.437 0.650 5.972
C25 -1.177 -0.773 5.454
C26 -0.602 -1.656 6.570
C27 -2.474 -1.382 4.903
C28 -0.187 -0.698 4.355
N9 0.591 -0.629 3.510
H26 -2.232 0.611 6.718
H27 -1.741 1.319 5.166
H28 -0.544 1.063 6.443
H29 -1.319 -1.699 7.390
H30 0.334 -1.245 6.951
H31 -0.416 -2.673 6.219
H32 -3.174 -1.530 5.726
H33 -2.292 -2.349 4.427
H34 -2.932 -0.715 4.170
N10 8.434 -4.134 -0.987
C29 7.182 -4.475 -0.904
S1 6.637 -6.029 -1.289
C30 6.179 -3.506 -0.420
C31 6.515 -2.585 0.566
C32 5.522 -1.733 1.021
N11 4.269 -1.753 0.559
C33 3.959 -2.628 -0.396
C34 4.878 -3.531 -0.916
H35 9.151 -4.795 -1.255
H36 8.724 -3.189 -0.772
H37 7.503 -2.541 1.011
H38 5.737 -1.018 1.806
H39 2.932 -2.610 -0.752
H40 4.583 -4.224 -1.696
C35 4.789 1.319 -2.924
S2 3.984 -0.266 -2.763
C36 3.454 -0.414 -4.466
O3 2.742 -0.014 -1.953
H41 5.543 1.265 -3.712
H42 5.262 1.551 -1.970
H43 4.025 2.067 -3.154
H44 4.298 -0.739 -5.077
H45 3.078 0.548 -4.812
H46 2.665 -1.165 -4.484

Results of the Mulliken charge analysis, in e, for atoms 1 through 8:
1. Tl 1.2017
2. C -0.6125
3. N 1.1542
4. C -0.4061
5. N -0.0252
6. C -0.5880
7. N -1.0367
8. C 0.5780

***

Record 2
Formula: C36H47AlBrN6O4
Source: the OMol25 dataset
Level of theory: ωB97M-V with the def2-TZVPD basis set

For the HOMO energy, the calculation gives -5.67 eV. As for the total charge: -1. The calculation puts the HOMO-LUMO gap at 7.57 eV. As for the relative energy (zero: lowest compared OMol25 entry of this formula, charge and spin): 43.1 kcal/mol.

Cartesian coordinates (Å):
C1 0.378 0.719 2.964
C2 -0.281 1.035 4.368
O1 -0.119 2.378 4.828
C3 -0.573 3.347 3.862
C4 -2.100 3.197 3.430
Al1 -2.935 5.040 2.988
Br1 -2.488 6.616 4.806
C5 -2.116 5.874 1.287
C6 -0.787 5.121 0.915
O2 -0.231 5.483 -0.397
C7 0.948 4.734 -0.503
O3 1.903 5.047 -1.242
C8 -4.981 4.946 2.823
C9 -5.458 3.853 1.764
O4 -4.737 3.663 0.778
N1 -6.672 3.133 2.061
C10 -7.749 4.024 2.563
C11 -7.103 2.254 0.946
H1 0.035 1.377 2.120
H2 0.098 -0.357 2.712
H3 1.515 0.721 2.984
H4 -1.361 0.681 4.373
H5 0.252 0.378 5.129
H6 0.129 3.426 2.969
H7 -0.491 4.358 4.379
H8 -2.724 2.611 4.168
H9 -2.141 2.632 2.439
H10 -1.924 6.963 1.549
H11 -2.849 5.851 0.426
H12 -0.006 5.411 1.688
H13 -0.942 4.000 0.950
H14 1.072 3.815 0.157
H15 -5.451 5.954 2.594
H16 -5.420 4.636 3.829
H17 -7.655 5.077 2.152
H18 -7.611 4.135 3.688
H19 -8.785 3.608 2.415
H20 -6.793 2.604 -0.077
H21 -6.742 1.199 1.169
H22 -8.238 2.171 0.919
N2 4.067 1.017 -0.749
C12 3.986 -0.190 -1.323
C13 3.141 -0.489 -2.378
C14 2.327 0.519 -2.869
C15 2.388 1.779 -2.292
C16 3.270 1.979 -1.240
H23 4.641 -0.947 -0.901
H24 3.121 -1.483 -2.803
H25 1.650 0.325 -3.694
H26 1.764 2.588 -2.652
H27 3.352 2.950 -0.764
N3 1.396 -3.019 -1.375
C17 1.627 -3.755 -0.278
C18 1.070 -5.004 -0.055
C19 0.223 -5.524 -1.020
C20 -0.034 -4.783 -2.164
C21 0.574 -3.546 -2.293
H28 2.294 -3.303 0.449
H29 1.295 -5.555 0.850
H30 -0.233 -6.498 -0.883
H31 -0.692 -5.159 -2.938
H32 0.407 -2.930 -3.171
N4 0.317 3.609 -7.255
C22 -0.507 4.557 -6.788
C23 -0.311 5.230 -5.592
C24 0.800 4.903 -4.830
C25 1.667 3.924 -5.290
C26 1.384 3.312 -6.500
H33 -1.364 4.775 -7.417
H34 -1.010 5.989 -5.266
H35 0.988 5.406 -3.887
H36 2.544 3.642 -4.721
H37 2.035 2.543 -6.903
N5 1.725 -7.384 3.344
C27 0.906 -6.433 3.810
C28 1.109 -5.753 5.000
C29 2.224 -6.078 5.758
C30 3.087 -7.062 5.299
C31 2.796 -7.679 4.093
H38 0.046 -6.216 3.184
H39 0.414 -4.990 5.326
H40 2.418 -5.571 6.695
H41 3.967 -7.342 5.864
H42 3.443 -8.451 3.691
N6 3.933 -6.952 -2.415
C32 2.826 -6.412 -2.944
C33 2.586 -6.323 -4.306
C34 3.547 -6.817 -5.175
C35 4.703 -7.379 -4.653
C36 4.845 -7.423 -3.276
H43 2.107 -6.037 -2.227
H44 1.672 -5.879 -4.678
H45 3.398 -6.765 -6.248
H46 5.475 -7.774 -5.301
H47 5.730 -7.856 -2.820

Results of the Mulliken charge analysis, in e, for atoms 1 through 8:
1. C -0.8027
2. C -0.2691
3. O -0.4715
4. C -0.3474
5. C -0.5654
6. Al -0.2327
7. Br -0.5755
8. C -0.4857

***

Record 3
Formula: C36H47As3P2PtS2
Source: the OMol25 dataset
Level of theory: ωB97M-V with the def2-TZVPD basis set

For the HOMO energy (alpha / beta), the calculation gives -6.00 / -7.30 eV. Its spin multiplicity is 3. Its expectation value of S² is 2.0116. As for the total charge: 0. The calculation puts the HOMO-LUMO gap (alpha / beta) at 6.50 / 7.38 eV. As for the relative energy (zero: lowest compared OMol25 entry of this formula, charge and spin): 0.0 kcal/mol.

Cartesian coordinates (Å):
Pt1 0.662 -0.520 0.622
S1 3.095 0.713 0.004
P1 1.676 2.054 -0.425
C1 0.245 1.457 0.239
P2 -1.448 1.450 0.070
S2 -2.083 -0.336 0.777
C2 -2.240 2.816 0.971
C3 -3.501 3.294 0.628
C4 -4.086 4.311 1.368
C5 -3.416 4.854 2.455
C6 -2.161 4.377 2.806
C7 -1.574 3.360 2.068
C8 -1.983 1.701 -1.652
C9 -2.512 0.657 -2.400
C10 -2.812 0.841 -3.744
C11 -2.583 2.070 -4.346
C12 -2.054 3.118 -3.604
C13 -1.755 2.934 -2.265
C14 1.532 2.276 -2.228
C15 1.870 3.452 -2.886
C16 1.717 3.552 -4.265
C17 1.228 2.477 -4.990
C18 0.886 1.298 -4.336
C19 1.034 1.199 -2.966
C20 2.117 3.708 0.187
C21 3.425 4.039 0.514
C22 3.729 5.317 0.968
C23 2.725 6.265 1.101
C24 1.413 5.937 0.784
C25 1.112 4.663 0.329
H1 -4.028 2.874 -0.221
H2 -5.067 4.680 1.094
H3 -3.873 5.650 3.029
H4 -1.637 4.800 3.654
H5 -0.592 2.982 2.324
H6 -2.702 -0.292 -1.911
H7 -3.232 0.026 -4.320
H8 -2.816 2.213 -5.394
H9 -1.870 4.077 -4.071
H10 -1.344 3.760 -1.694
H11 2.259 4.293 -2.327
H12 1.985 4.471 -4.771
H13 1.107 2.557 -6.063
H14 0.491 0.461 -4.899
H15 0.753 0.290 -2.445
H16 4.198 3.286 0.419
H17 4.750 5.571 1.220
H18 2.963 7.259 1.459
H19 0.624 6.670 0.898
H20 0.084 4.403 0.099
C26 -0.241 -1.668 4.044
As1 1.171 -1.646 2.712
C27 2.652 -0.932 3.743
C28 1.758 -3.523 2.616
C29 1.029 -4.500 1.681
C30 1.518 -5.901 2.070
C31 1.438 -4.270 0.215
As2 0.934 -2.584 -0.656
C32 -0.616 -3.052 -1.724
C33 2.295 -2.556 -2.040
C34 -0.492 -4.378 1.889
As3 -1.626 -5.980 1.607
C35 -3.295 -4.961 1.476
C36 -1.429 -6.336 -0.314
H21 -1.182 -1.940 3.572
H22 -0.339 -0.655 4.434
H23 -0.006 -2.355 4.858
H24 2.855 -1.547 4.621
H25 2.403 0.083 4.048
H26 3.532 -0.889 3.102
H27 1.706 -3.908 3.639
H28 2.817 -3.483 2.341
H29 2.609 -5.943 2.034
H30 1.129 -6.670 1.397
H31 1.201 -6.152 3.084
H32 1.059 -5.081 -0.412
H33 2.530 -4.304 0.144
H34 -0.441 -3.960 -2.300
H35 -0.791 -2.214 -2.400
H36 -1.493 -3.162 -1.089
H37 2.424 -3.545 -2.479
H38 3.231 -2.206 -1.608
H39 1.994 -1.846 -2.810
H40 -0.902 -3.527 1.334
H41 -0.677 -4.165 2.947
H42 -3.520 -4.512 2.443
H43 -4.110 -5.635 1.212
H44 -3.224 -4.170 0.728
H45 -0.469 -6.811 -0.517
H46 -1.532 -5.441 -0.924
H47 -2.215 -7.041 -0.586

Results of the Mulliken charge analysis, in e, for atoms 1 through 8:
1. Pt 0.2381
2. S -0.6113
3. P 1.8071
4. C -1.4919
5. P 1.5770
6. S -0.5847
7. C 0.3070
8. C -0.4345

***

Record 4
Formula: C36H47BrF4HfN6PS
Source: the OMol25 dataset
Level of theory: ωB97M-V with the def2-TZVPD basis set

For the HOMO energy, the calculation gives -14.71 eV. As for the total charge: +3. The calculation puts the HOMO-LUMO gap at 5.04 eV. As for the relative energy (zero: lowest compared OMol25 entry of this formula, charge and spin): 41.6 kcal/mol.

Cartesian coordinates (Å):
Hf1 0.514 -20.326 2.558
N1 2.930 -19.981 2.538
C1 3.568 -19.676 1.231
C2 2.437 -19.433 0.214
N2 1.162 -18.856 0.742
C3 1.322 -17.346 1.034
C4 1.685 -17.136 2.464
N3 0.708 -17.999 3.230
H1 3.119 -19.191 3.182
H2 3.332 -20.820 2.977
H3 4.173 -20.561 0.863
H4 4.242 -18.800 1.327
H5 2.195 -20.401 -0.268
H6 2.824 -18.780 -0.574
H7 0.461 -18.902 -0.003
H8 0.365 -16.927 0.680
H9 2.080 -16.925 0.375
H10 1.584 -16.062 2.735
H11 2.685 -17.512 2.740
H12 -0.244 -17.630 3.004
H13 0.812 -17.794 4.245
F1 -2.919 -16.194 10.404
C5 -2.117 -16.886 9.559
C6 -0.767 -16.808 9.739
F2 -0.321 -16.050 10.773
C7 0.119 -17.498 8.968
F3 1.391 -17.528 9.430
C8 -0.366 -18.349 7.970
P1 0.777 -19.205 6.923
C9 2.190 -18.136 6.620
C10 2.146 -16.746 6.747
C11 3.294 -15.973 6.746
C12 4.501 -16.596 6.351
C13 4.569 -18.008 6.221
C14 3.418 -18.765 6.412
C15 1.363 -20.425 8.153
C16 0.750 -21.683 8.174
C17 1.293 -22.730 8.906
C18 2.445 -22.474 9.728
C19 3.016 -21.223 9.733
C20 2.449 -20.161 9.003
C21 -1.770 -18.502 7.868
Br1 -2.445 -19.891 6.673
C22 -2.667 -17.725 8.608
F4 -3.993 -18.024 8.639
H14 1.148 -16.297 6.954
H15 3.246 -14.905 6.931
H16 5.367 -15.959 6.210
H17 5.493 -18.551 5.923
H18 3.451 -19.847 6.256
H19 -0.124 -21.929 7.576
H20 0.872 -23.714 8.815
H21 2.931 -23.261 10.281
H22 3.832 -21.013 10.396
H23 2.778 -19.140 9.072
C23 -3.248 -16.266 3.107
N4 -2.501 -17.375 2.494
C24 -2.580 -17.161 1.015
C25 -2.938 -18.641 3.080
C26 -2.628 -19.820 2.201
C27 -3.592 -20.191 1.230
C28 -3.344 -21.089 0.223
C29 -2.140 -21.751 0.194
C30 -1.243 -21.479 1.224
C31 -1.438 -20.468 2.188
H24 -4.311 -16.316 2.782
H25 -2.796 -15.286 2.854
H26 -3.186 -16.427 4.160
H27 -3.625 -17.394 0.640
H28 -1.939 -17.903 0.515
H29 -2.271 -16.158 0.779
H30 -4.040 -18.665 3.257
H31 -2.412 -18.761 4.042
H32 -4.534 -19.659 1.153
H33 -4.120 -21.357 -0.536
H34 -1.902 -22.541 -0.493
H35 -0.437 -22.191 1.455
C32 3.040 -24.319 2.770
N5 1.807 -24.579 3.475
C33 1.626 -25.987 3.660
C34 0.848 -23.658 3.711
S1 1.255 -21.884 4.166
N6 -0.417 -23.979 3.590
C35 -1.503 -23.326 4.318
C36 -0.932 -25.013 2.672
H36 3.340 -25.120 2.117
H37 3.855 -24.013 3.435
H38 2.864 -23.458 2.136
H39 2.549 -26.355 4.144
H40 1.516 -26.509 2.698
H41 0.778 -26.315 4.283
H42 -1.119 -22.575 4.964
H43 -2.084 -24.088 4.878
H44 -2.200 -22.874 3.605
H45 -0.315 -25.159 1.795
H46 -1.873 -24.616 2.269
H47 -1.127 -26.002 3.136

Results of the Mulliken charge analysis, in e, for atoms 1 through 8:
1. Hf 1.0920
2. N -0.4103
3. C -0.4363
4. C -0.8102
5. N -0.3800
6. C -0.8001
7. C -0.5930
8. N -0.3975

***

Record 5
Formula: C36H47ClFeN2OP
Source: the OMol25 dataset
Level of theory: ωB97M-V with the def2-TZVPD basis set

For the HOMO energy (alpha / beta), the calculation gives -9.49 / -9.73 eV. Its spin multiplicity is 5. Its expectation value of S² is 6.0241. As for the total charge: +1. The calculation puts the HOMO-LUMO gap (alpha / beta) at 7.07 / 7.09 eV.

Cartesian coordinates (Å):
Fe1 -0.405 0.383 -0.294
C1 1.918 0.301 -0.462
C2 2.059 1.726 -0.220
C3 1.355 2.334 -1.342
C4 0.908 1.314 -2.191
C5 1.388 0.082 -1.782
C6 1.651 -1.082 -2.681
C7 2.781 -0.572 -3.684
C8 0.520 -1.508 -3.624
C9 2.125 -2.258 -1.813
C10 1.243 3.783 -1.778
C11 2.630 4.160 -2.251
C12 0.272 4.067 -2.936
C13 0.763 4.838 -0.701
C14 2.846 2.084 0.979
C15 3.146 3.562 1.216
C16 4.299 1.484 0.790
C17 2.223 1.495 2.233
H1 2.361 -0.500 0.186
H2 0.414 1.492 -3.125
H3 2.369 0.058 -4.471
H4 3.294 -1.422 -4.110
H5 3.485 0.075 -3.138
H6 0.116 -0.511 -4.007
H7 -0.345 -2.014 -3.125
H8 0.791 -2.179 -4.447
H9 3.062 -2.077 -1.263
H10 2.227 -3.152 -2.448
H11 1.383 -2.560 -1.066
H12 3.063 3.332 -2.860
H13 3.372 4.419 -1.511
H14 2.639 5.109 -2.892
H15 0.756 3.651 -3.788
H16 0.156 5.141 -3.093
H17 -0.675 3.601 -2.732
H18 -0.283 5.099 -1.043
H19 1.404 5.746 -0.616
H20 0.757 4.397 0.279
H21 3.916 3.639 2.111
H22 2.378 4.228 1.555
H23 3.734 4.006 0.436
H24 4.778 1.884 -0.116
H25 4.275 0.383 0.620
H26 4.946 1.786 1.624
H27 1.139 1.698 2.201
H28 2.784 1.934 3.126
H29 2.388 0.431 2.298
Cl1 -2.173 0.089 -1.939
C18 -2.802 -1.531 -1.751
C19 -3.580 -2.064 -2.788
C20 -4.338 -3.252 -2.629
C21 -4.168 -3.924 -1.455
C22 -3.458 -3.452 -0.333
C23 -2.686 -2.292 -0.559
P1 -1.635 -1.711 0.805
C24 -0.338 -2.911 1.298
C25 0.871 -2.387 1.917
C26 1.802 -3.289 2.410
C27 1.633 -4.639 2.147
C28 0.562 -5.158 1.496
C29 -0.476 -4.299 1.058
C30 -2.801 -1.740 2.111
C31 -4.105 -1.218 1.849
C32 -5.064 -1.099 2.837
C33 -4.770 -1.423 4.131
C34 -3.522 -1.927 4.457
C35 -2.540 -2.033 3.439
H30 -3.601 -1.576 -3.749
H31 -4.939 -3.721 -3.373
H32 -4.610 -4.889 -1.390
H33 -3.507 -3.915 0.677
H34 1.091 -1.331 2.189
H35 2.632 -3.056 3.066
H36 2.397 -5.315 2.602
H37 0.423 -6.234 1.207
H38 -1.298 -4.731 0.448
H39 -4.419 -0.922 0.860
H40 -6.078 -0.690 2.543
H41 -5.510 -1.270 4.933
H42 -3.208 -2.217 5.469
H43 -1.582 -2.388 3.690
N1 -1.878 1.664 3.267
C36 -1.781 2.119 1.984
N2 -2.703 2.975 1.553
O1 -0.877 1.702 1.182
H44 -2.450 2.137 3.941
H45 -1.102 1.188 3.647
H46 -3.177 3.591 2.162
H47 -2.644 3.255 0.547

Results of the Mulliken charge analysis, in e, for atoms 1 through 8:
1. Fe 0.8500
2. C -1.0880
3. C 2.0056
4. C -0.9543
5. C -0.3930
6. C -0.4751
7. C 1.8105
8. C -1.6696

***

The calculation returns the following electronic energy values, one per record and in order: -3485.259629 -4845.982841 -9705.724841 -5488.562684 -3649.745680 Ha.